(1)
13
Properties=species:S:1:pos:R:3 method="wB97M-V/def2-TZVPD" molar_mass_g_mol=72.11 e_lumo_ev="-5.74 / -9.80" multiplicity=2 e_above_lowest_kcal_mol=60.3 total_charge=+1 gap_ev="8.016 / 3.921"
O 1.646 -3.375 -0.587
C 1.546 -2.326 -0.124
H 1.449 -2.195 0.944
H 1.473 -1.354 -0.706
C -1.758 1.150 -0.284
C -0.324 0.874 -0.334
C 0.544 1.108 0.702
H -2.074 1.852 -1.053
H -2.028 1.538 0.703
H -2.277 0.193 -0.418
H -0.041 0.154 -1.085
H 1.546 0.723 0.648
H 0.299 1.660 1.593


(2)
9
Properties=species:S:1:pos:R:3 method="wB97M-V/def2-TZVPD" molar_mass_g_mol=98.06 e_lumo_ev=-1.04 e_above_lowest_kcal_mol=88.1 gap_ev=9.887
O -0.405 2.521 0.293
C -0.573 1.364 -0.144
C 0.097 0.238 0.244
C 0.063 -0.998 -0.502
N 0.751 -1.867 0.096
O 1.270 -1.280 1.180
N 0.760 -0.045 1.300
H -1.541 1.132 -0.881
H -0.422 -1.065 -1.586


(3)
39
Properties=species:S:1:pos:R:3 method="wB97M-V/def2-TZVPD" molar_mass_g_mol=467.63 e_lumo_ev="-4.44 / -4.56" multiplicity=4 e_above_lowest_kcal_mol=4.5 total_charge=+1 gap_ev="6.007 / 6.850"
V -0.013 -0.156 0.292
Cl -6.383 -2.202 -2.380
C -4.810 -2.010 -1.696
C -4.151 -3.128 -1.161
C -2.898 -3.018 -0.614
C -2.236 -1.777 -0.573
O -1.027 -1.733 -0.058
C -2.908 -0.641 -1.106
C -2.368 0.675 -1.122
O -1.265 1.054 -0.657
C -4.202 -0.789 -1.671
H -4.648 -4.089 -1.189
H -2.393 -3.883 -0.209
H -2.975 1.457 -1.587
H -4.702 0.079 -2.079
Br -2.038 1.925 7.040
C -1.101 1.504 5.462
C 0.243 1.831 5.354
C 0.941 1.527 4.198
C 0.293 0.889 3.144
C -1.057 0.569 3.265
C -1.759 0.873 4.418
N 0.916 0.557 1.913
C 2.223 0.566 1.771
C 2.763 0.303 0.476
C 4.132 0.365 0.189
C 4.560 0.152 -1.099
C 3.617 -0.127 -2.094
C 2.288 -0.188 -1.753
N 1.857 0.023 -0.497
H 0.744 2.332 6.170
H 1.979 1.822 4.137
H -1.580 0.052 2.465
H -2.804 0.616 4.507
H 2.889 0.782 2.597
H 4.832 0.588 0.983
H 5.612 0.201 -1.342
H 3.915 -0.296 -3.118
H 1.521 -0.412 -2.483


(4)
15
Properties=species:S:1:pos:R:3 method="wB97M-V/def2-TZVPD" molar_mass_g_mol=85.13 e_lumo_ev=-5.51 e_above_lowest_kcal_mol=70.9 total_charge=+1 gap_ev=8.411
C 1.658 -0.058 0.063
C 1.805 -0.867 -0.976
C 0.407 0.253 2.112
N 0.639 -0.359 1.015
H 2.282 0.783 0.323
H 1.161 -1.726 -1.116
H 2.586 -0.681 -1.693
H -0.531 0.076 2.620
H 1.125 0.969 2.495
H -0.112 -0.956 0.671
C -2.223 -0.025 -1.362
N -2.086 1.050 -0.699
H -2.860 -0.808 -0.969
H -1.755 -0.168 -2.334
H -1.431 1.635 -1.216


(5)
93
Properties=species:S:1:pos:R:3 method="wB97M-V/def2-TZVPD" molar_mass_g_mol=474.72 e_lumo_ev=0.65 e_above_lowest_kcal_mol=69.5 gap_ev=10.318
C -0.607 4.493 3.468
C -0.983 4.934 2.094
C 0.254 4.869 1.196
O -2.105 4.202 1.494
H -1.543 4.421 4.005
H 0.023 5.265 3.925
H -0.151 3.530 3.417
H -1.292 6.020 2.195
H 1.142 5.322 1.653
H 0.049 5.398 0.276
H 0.427 3.804 1.063
H -2.483 3.738 2.234
C -1.934 0.947 -4.652
C -0.860 -0.105 -4.316
O -0.980 -0.682 -3.057
H -1.709 1.665 -5.504
H -2.121 1.520 -3.710
H -2.891 0.455 -4.729
H 0.105 0.337 -4.386
H -0.903 -0.948 -5.003
H -0.707 -0.044 -2.355
C 4.287 -4.641 1.662
C 4.503 -4.068 0.245
O 5.691 -3.212 0.149
H 4.155 -3.788 2.409
H 5.151 -5.301 1.993
H 3.372 -5.231 1.698
H 3.675 -3.452 -0.079
H 4.617 -4.918 -0.436
H 6.480 -3.549 0.549
C 3.924 -0.403 2.183
C 3.312 0.963 2.613
O 2.019 0.817 3.100
H 3.271 -0.785 1.380
H 3.865 -1.092 2.993
H 4.987 -0.368 1.824
H 3.269 1.575 1.747
H 3.868 1.455 3.333
H 1.454 0.365 2.445
C -2.913 -1.703 -0.853
C -4.162 -1.866 -0.089
O -5.030 -2.798 -0.729
H -2.188 -1.014 -0.330
H -3.045 -1.358 -1.887
H -2.359 -2.653 -0.807
H -4.761 -0.939 -0.029
H -4.015 -2.215 0.871
H -5.568 -2.341 -1.376
C -4.484 2.597 -0.472
C -3.248 2.057 -1.109
O -2.016 2.674 -0.660
H -4.510 2.679 0.631
H -5.378 1.934 -0.604
H -4.721 3.519 -0.896
H -3.407 2.375 -2.166
H -3.167 0.956 -1.018
H -2.151 3.250 0.144
C 1.639 2.886 -1.855
C 1.429 1.549 -1.232
O 0.027 1.110 -1.257
H 1.432 2.929 -2.936
H 2.703 3.160 -1.792
H 1.053 3.679 -1.396
H 1.790 1.655 -0.149
H 2.044 0.685 -1.615
H -0.630 1.740 -0.988
C 2.611 -4.504 -3.848
C 1.468 -4.062 -3.001
O 1.702 -2.644 -2.843
H 2.670 -5.601 -4.017
H 3.578 -4.172 -3.347
H 2.668 -4.107 -4.851
H 1.303 -4.653 -2.041
H 0.527 -4.156 -3.542
H 0.808 -2.212 -2.776
C -1.284 0.308 3.439
C -2.380 0.849 2.494
O -3.001 2.057 3.031
H -1.708 -0.017 4.372
H -0.526 1.078 3.703
H -0.948 -0.597 2.880
H -3.189 0.158 2.441
H -1.995 1.159 1.490
H -2.948 2.154 4.001
C -0.026 -2.879 1.320
C 0.856 -1.909 0.640
O 0.542 -0.524 0.954
H -1.120 -2.717 1.097
H 0.138 -2.918 2.413
H 0.271 -3.889 0.923
H 0.808 -1.991 -0.454
H 1.873 -2.180 0.871
H 0.306 -0.081 0.137